Record 1
This record from the Open Molecules 2025 dataset describes C5H6O2 in the gas phase. The level of theory is the ωB97M-V functional and the def2-TZVPD basis.

Properties
**SMILES**: O=C1CO[C@H]2C[C@@H]12
**Relative energy (zero: lowest compared OMol25 entry of this formula, charge and spin)**: 34.74 kcal per mole
**E_LUMO**: 0.907 eV

Geometry as ORCA input:
```
! wB97M-V def2-TZVPD RIJCOSX def2/J DEFGRID3
* xyz 0 1
O 1.1142 1.9300 0.9496
C 0.6996 0.9958 0.3083
C 1.5213 -0.2244 -0.1203
O 0.6747 -1.0508 -0.9006
C -0.6518 -0.6125 -0.7663
C -1.2602 -0.4402 0.5836
C -0.6981 0.7589 -0.1651
H 1.8951 -0.7682 0.7580
H 2.3842 0.1099 -0.7100
H -1.3238 -1.0436 -1.4985
H -0.7507 -0.8343 1.4560
H -2.3447 -0.4807 0.6098
H -1.3132 1.6019 -0.4582
*
```

***

Record 2
This record from the Open Molecules 2025 dataset describes 2 unconnected molecules or ions with the total composition CNO6S at a distorted geometry. The level of theory is the ωB97M-V functional and the def2-TZVPD basis.

Properties
**Relative energy (zero: lowest compared OMol25 entry of this formula, charge and spin)**: 5.96 kcal per mole
**E_LUMO**: 3.559 eV

Geometry as ORCA input:
```
! wB97M-V def2-TZVPD RIJCOSX def2/J DEFGRID3
* xyz -1 1
C -1.2388 -0.6241 2.1109
N 1.2969 0.9148 -1.5553
O -0.6061 -1.1015 -1.5994
O -0.4695 -0.8002 2.9331
O 2.2463 0.1740 -1.5499
O 1.3749 2.1903 -1.7042
O -2.2433 -0.5243 1.5485
O 0.0982 -0.2973 0.5656
S -0.4586 0.0684 -0.7495
*
```

***

Record 3
This record from the Open Molecules 2025 dataset describes C2H3FS in the gas phase at a distorted geometry. The level of theory is the ωB97M-V functional and the def2-TZVPD basis.

Properties
**SMILES**: F[C@@H]1CS1
**Relative energy (zero: lowest compared OMol25 entry of this formula, charge and spin)**: 26.71 kcal per mole
**E_LUMO**: 0.917 eV

Geometry as ORCA input:
```
! wB97M-V def2-TZVPD RIJCOSX def2/J DEFGRID3
* xyz 0 1
C -0.5498 0.0680 0.1625
C 0.3187 -1.2877 0.0599
F 0.6948 -2.0398 1.0652
S -1.3420 -1.3528 -0.6213
H -0.2000 0.7031 -0.7435
H 0.9406 -1.0996 -0.8054
H -0.9420 0.7571 1.0551
*
```

***

Record 4
This record from the Open Molecules 2025 dataset describes 9 unconnected molecules or ions with the total composition C36H72O9 at a distorted geometry. The level of theory is the ωB97M-V functional and the def2-TZVPD basis.

Properties
**SMILES**: C1CCOC1.C1CCOC1.C1CCOC1.C1CCOC1.C1CCOC1.C1CCOC1.C1CCOC1.C1CCOC1.C1CCOC1
**Relative energy (zero: lowest compared OMol25 entry of this formula, charge and spin)**: 47.87 kcal per mole
**E_LUMO**: 0.662 eV

Geometry as ORCA input:
```
! wB97M-V def2-TZVPD RIJCOSX def2/J DEFGRID3
* xyz 0 1
C -3.7794 3.9042 -3.5405
C -3.6245 2.7550 -2.5299
C -2.3595 3.1069 -1.7189
O -2.0616 4.4943 -2.0358
C -3.2172 4.9956 -2.6697
H -4.8355 4.0037 -3.7738
H -3.1793 3.7739 -4.4658
H -3.7583 1.7528 -2.8625
H -4.4026 2.9033 -1.7861
H -1.5043 2.5147 -2.0123
H -2.5982 3.0534 -0.6628
H -2.9331 5.9083 -3.1655
H -3.8855 5.2434 -1.8740
C 4.2231 -1.9310 4.1399
C 4.0099 -0.4214 4.0362
C 3.1766 -0.1906 2.7497
O 3.2026 -1.4840 2.0635
C 4.0567 -2.3683 2.7297
H 3.4396 -2.3629 4.7673
H 5.2112 -2.2383 4.5298
H 4.9331 0.1603 4.0612
H 3.4441 -0.0191 4.8611
H 3.5670 0.5556 2.0718
H 2.1205 0.0426 2.7996
H 5.0069 -2.3729 2.2274
H 3.6024 -3.3268 2.5588
C -3.5983 -2.5714 -1.9617
C -2.9580 -3.2884 -3.1332
C -3.0458 -2.3437 -4.2600
O -4.1725 -1.4399 -3.9999
C -4.6007 -1.6026 -2.6199
H -2.8097 -2.0131 -1.4378
H -4.0122 -3.3844 -1.3420
H -3.5070 -4.1522 -3.3933
H -1.8704 -3.5979 -2.9887
H -3.1982 -2.7446 -5.2632
H -2.1632 -1.7137 -4.3534
H -5.6569 -1.9354 -2.5183
H -4.5047 -0.6404 -2.1785
C 0.5562 -3.4878 2.7229
C -0.9188 -3.9768 2.6635
C -1.6639 -2.9908 3.6077
O -0.8213 -1.7290 3.6322
C 0.4941 -2.3045 3.6817
H 0.9447 -3.2153 1.7667
H 1.1867 -4.2958 3.0310
H -1.0623 -4.9587 3.1301
H -1.2815 -3.9591 1.6390
H -1.8029 -3.1886 4.6846
H -2.6364 -2.7875 3.2166
H 0.7036 -2.6370 4.6815
H 1.2259 -1.5697 3.4440
C -4.9078 2.3790 1.5727
C -3.7455 2.6004 2.5236
C -3.5712 1.2096 3.0987
O -4.1366 0.2368 2.2491
C -4.7871 0.9421 1.1580
H -4.9185 3.0435 0.7094
H -5.8472 2.5559 2.1052
H -3.9284 3.2261 3.3510
H -2.8649 2.9066 1.9408
H -4.0736 1.1226 4.0574
H -2.4960 0.9100 3.2454
H -5.7619 0.4909 0.9356
H -4.1386 0.8077 0.2963
C 2.2786 2.2210 -3.7488
C 3.4817 1.5220 -3.0720
C 3.9335 2.5898 -2.0404
O 2.7103 3.1782 -1.6343
C 2.0000 3.3776 -2.8141
H 1.4472 1.5273 -3.8102
H 2.5036 2.5741 -4.7599
H 4.3099 1.2127 -3.7381
H 3.1695 0.6514 -2.4997
H 4.5897 3.3832 -2.3857
H 4.2833 2.1153 -1.1399
H 2.3871 4.3142 -3.2085
H 0.9532 3.4593 -2.5860
C 4.0464 -2.8921 -0.9559
C 3.6006 -4.1852 -0.2162
C 3.2475 -5.1018 -1.3351
O 4.1872 -4.8111 -2.3525
C 4.5145 -3.4311 -2.2977
H 4.8923 -2.3611 -0.5057
H 3.1931 -2.2311 -1.0874
H 2.8264 -4.0086 0.5403
H 4.5244 -4.5586 0.3044
H 2.2210 -4.9536 -1.6972
H 3.3578 -6.1576 -1.0323
H 4.0702 -2.8640 -3.0857
H 5.6033 -3.3662 -2.3976
C 2.1628 3.0202 2.0501
C 1.9587 4.4552 1.6215
C 0.5297 4.4083 0.9953
O -0.1564 3.4232 1.8136
C 0.7999 2.6029 2.5259
H 2.8733 2.8662 2.8615
H 2.4326 2.3954 1.2177
H 2.6053 4.7598 0.7850
H 1.9280 5.1833 2.4091
H 0.4195 4.1413 -0.0617
H -0.0023 5.3281 1.0495
H 0.6252 1.5218 2.3189
H 0.6763 2.7963 3.5653
C -0.3092 -1.8699 -1.0272
C -0.6472 -1.1149 0.2971
C -0.6423 0.3407 -0.1628
O 0.0793 0.4187 -1.3788
C -0.4204 -0.7765 -2.0705
H -0.8617 -2.8232 -1.1320
H 0.7776 -2.0850 -0.9595
H 0.0455 -1.3081 1.0955
H -1.6238 -1.4066 0.6561
H -0.2197 1.0057 0.5957
H -1.6481 0.7238 -0.3430
H 0.2791 -0.8791 -2.9295
H -1.4983 -0.6868 -2.4298
*
```

***

Record 5
This record from the Open Molecules 2025 dataset describes C5H12O in the gas phase. The level of theory is the ωB97M-V functional and the def2-TZVPD basis.

Properties
**SMILES**: CCCOCC
**Relative energy (zero: lowest compared OMol25 entry of this formula, charge and spin)**: 12.95 kcal per mole
**E_LUMO**: 1.190 eV

Geometry as ORCA input:
```
! wB97M-V def2-TZVPD RIJCOSX def2/J DEFGRID3
* xyz 0 1
C -0.8998 -2.7342 -0.7763
C -0.7869 -1.5773 0.2106
C 0.0959 -0.4608 -0.3201
O 0.0145 0.6317 0.5614
C 0.7831 1.7421 0.1553
C 0.1171 2.9973 0.6748
H -1.5369 -3.5304 -0.3788
H 0.0827 -3.1679 -0.9964
H -1.3357 -2.3996 -1.7250
H -0.3817 -1.9222 1.1692
H -1.7767 -1.1534 0.4180
H 1.1393 -0.8079 -0.4255
H -0.2448 -0.1537 -1.3245
H 0.8475 1.7750 -0.9440
H 1.8127 1.6499 0.5373
H 0.6735 3.8877 0.3676
H 0.0582 2.9757 1.7663
H -0.9015 3.0651 0.2802
*
```

***

Record 6
This record from the Open Molecules 2025 dataset describes 11 unconnected molecules or ions with the total composition C32H94N8O11 at a distorted geometry. The level of theory is the ωB97M-V functional and the def2-TZVPD basis.

Properties
**SMILES**: COC[C@H](C)N.COC[C@H](C)N.COC[C@H](C)N.COC[C@H](C)N.COC[C@H](C)N.COC[C@H](C)N.COC[C@H](C)N.COC[C@H](C)N.O.O.O
**Relative energy (zero: lowest compared OMol25 entry of this formula, charge and spin)**: 85.72 kcal per mole
**E_LUMO**: 0.345 eV

Geometry as ORCA input:
```
! wB97M-V def2-TZVPD RIJCOSX def2/J DEFGRID3
* xyz 0 1
O 11.4654 19.2439 10.4084
H 11.9923 18.9985 9.6479
H 11.5772 20.1916 10.4822
O 15.0590 23.1976 10.6003
H 15.4221 22.6975 11.3312
H 14.9655 24.0872 10.9411
O 14.9013 20.1873 16.9083
H 14.5638 19.4725 17.4482
H 15.4533 19.7556 16.2562
C 16.2259 16.4955 14.9425
C 15.8417 15.7326 13.6462
C 15.3391 16.6690 12.3977
O 16.4655 17.3856 11.9302
C 16.2850 18.5701 11.1909
N 16.9518 14.8959 13.1144
H 16.6362 15.7156 15.5841
H 15.4178 17.0244 15.4477
H 16.9164 17.3026 14.6979
H 14.9970 15.1006 13.9204
H 14.5250 17.3318 12.6911
H 14.9123 16.0329 11.6223
H 15.9425 19.3692 11.8483
H 15.5047 18.3462 10.4636
H 17.1403 18.8666 10.5837
H 16.5924 14.5479 12.2369
H 17.7869 15.3700 12.8015
C 10.6682 25.5377 9.3794
C 11.2484 25.3550 8.0180
C 10.6753 23.9230 7.4935
O 10.9063 22.9273 8.4815
C 12.1890 22.3356 8.3670
N 10.8507 26.4971 7.1592
H 11.0931 24.8740 10.1325
H 9.6082 25.2838 9.3786
H 10.7598 26.5350 9.8098
H 12.3124 25.4807 8.2184
H 11.1527 23.7160 6.5357
H 9.6166 24.0113 7.2500
H 12.0764 21.4682 9.0174
H 12.8993 23.0645 8.7572
H 12.4213 21.9710 7.3664
H 9.8648 26.5858 7.3598
H 11.3557 27.2958 7.5155
C 3.2459 18.4151 13.0848
C 4.4729 17.7322 12.6571
C 5.6751 18.5786 12.1326
O 6.2028 19.3821 13.1961
C 7.2650 20.1932 12.7765
N 4.9502 16.7758 13.6196
H 2.5070 17.7587 13.5444
H 2.7469 18.9155 12.2549
H 3.4651 19.1975 13.8114
H 4.1161 17.2014 11.7745
H 5.4220 19.1480 11.2382
H 6.5218 17.9045 12.0031
H 6.9322 20.8861 12.0037
H 7.9587 19.5494 12.2358
H 7.8541 20.8108 13.4544
H 5.8012 16.4328 13.1975
H 5.3844 17.2984 14.3669
C 19.5023 22.3039 20.8224
C 20.3989 21.3581 19.9231
C 20.4734 21.8511 18.4649
O 19.1716 21.8440 17.9002
C 19.0061 21.8919 16.5771
N 21.6910 21.4968 20.5145
H 19.1244 21.9365 21.7765
H 18.6817 22.6387 20.1879
H 19.9224 23.2648 21.1197
H 20.0490 20.3269 19.8763
H 21.1171 21.1778 17.8988
H 20.9137 22.8464 18.5256
H 19.9277 22.2337 16.1061
H 18.2459 22.6566 16.4180
H 18.6635 20.9995 16.0534
H 22.0475 22.4264 20.3443
H 22.2887 20.9311 19.9291
C 11.4365 21.2841 14.0228
C 12.4420 22.0994 13.3554
C 13.8744 21.6812 13.8377
O 14.8965 22.3781 13.2669
C 16.1298 22.4598 13.8223
N 12.3112 21.8375 11.9095
H 10.4031 21.5975 13.8742
H 11.6676 21.2717 15.0880
H 11.3810 20.2238 13.7764
H 12.3743 23.1867 13.3926
H 14.0453 20.6310 13.6015
H 13.8680 21.9703 14.8887
H 16.5109 21.4487 13.9657
H 16.0251 22.9787 14.7751
H 16.7484 22.9426 13.0657
H 13.2254 22.0100 11.5165
H 11.7103 22.5873 11.5980
C 7.9315 19.9046 16.5250
C 8.3825 18.7100 15.7244
C 9.4374 17.8205 16.4369
O 10.7107 18.4142 16.2217
C 11.7916 17.8040 16.8218
N 7.1883 17.9801 15.3927
H 7.3780 19.4923 17.3686
H 7.3110 20.5099 15.8641
H 8.7498 20.5144 16.9080
H 8.7969 19.1010 14.7952
H 9.3401 16.8806 15.8936
H 9.1376 17.6591 17.4724
H 12.6456 18.2601 16.3211
H 11.7658 16.7158 16.7638
H 11.8312 18.1387 17.8584
H 6.6284 17.7510 16.2015
H 6.6768 18.4871 14.6846
C 13.2151 24.7133 16.3016
C 13.5191 23.9968 17.5734
C 12.5855 22.7481 17.7542
O 12.9475 21.9314 18.8541
C 12.8383 22.5578 20.1495
N 14.8763 23.5453 17.4109
H 13.0051 24.0256 15.4824
H 14.0500 25.3619 16.0365
H 12.3971 25.4320 16.3503
H 13.3614 24.6599 18.4240
H 12.6141 22.0258 16.9384
H 11.5689 23.1281 17.8560
H 11.7709 22.6079 20.3642
H 13.1037 23.6150 20.1434
H 13.3377 22.0783 20.9915
H 15.0574 23.6640 16.4244
H 14.8303 22.5376 17.4609
C 18.6112 24.0433 10.9750
C 18.8442 24.3760 12.4958
C 20.3383 24.6970 12.7511
O 20.7696 25.8026 11.9816
C 22.2034 26.0062 11.9814
N 17.9477 25.4072 12.9111
H 18.7219 24.8686 10.2716
H 17.6095 23.6216 10.8927
H 19.3553 23.3305 10.6196
H 18.7123 23.4671 13.0827
H 20.9647 23.8342 12.5246
H 20.4321 24.9065 13.8167
H 22.5569 25.7053 12.9676
H 22.5437 26.9516 11.5589
H 22.6125 25.3463 11.2164
H 18.1096 25.3926 13.9079
H 18.5146 26.1866 12.6090
*
```

***

Record 7
This record from the Open Molecules 2025 dataset describes C4H6N2O in the gas phase. The level of theory is the ωB97M-V functional and the def2-TZVPD basis.

Properties
**SMILES**: Cc1c[nH]c(O)n1
**Relative energy (zero: lowest compared OMol25 entry of this formula, charge and spin)**: 7.68 kcal per mole
**E_LUMO**: 0.811 eV

Geometry as ORCA input:
```
! wB97M-V def2-TZVPD RIJCOSX def2/J DEFGRID3
* xyz 0 1
C -0.2670 1.4045 -1.5579
C -0.0046 0.4520 -0.4302
C 0.1287 0.7730 0.8851
N 0.1739 -0.4463 1.5653
C 0.1078 -1.3990 0.6120
O 0.1998 -2.6835 1.0029
N -0.0030 -0.9303 -0.5987
H -1.3293 1.3789 -1.8270
H 0.3068 1.1516 -2.4520
H -0.0415 2.4419 -1.2842
H 0.3117 1.7398 1.3311
H 0.1452 -0.6612 2.5501
H 0.2715 -3.2213 0.2036
*
```

***

Record 8
This record from the Open Molecules 2025 dataset describes C2H6N2 in the gas phase at a distorted geometry. The level of theory is the ωB97M-V functional and the def2-TZVPD basis.

Properties
**SMILES**: [H]/N=C\NC
**Relative energy (zero: lowest compared OMol25 entry of this formula, charge and spin)**: 42.37 kcal per mole
**E_LUMO**: 0.855 eV

Geometry as ORCA input:
```
! wB97M-V def2-TZVPD RIJCOSX def2/J DEFGRID3
* xyz 0 1
C -1.1131 -0.3809 -0.0747
C 1.2146 0.5345 -0.0415
H -2.1055 -0.0634 -0.3653
H -0.7588 -1.2282 -0.7305
H -1.2852 -0.8612 0.9812
H -0.4107 1.7676 0.4124
H 1.8170 1.3458 -0.2048
H 0.9987 -1.2370 0.1801
N -0.1680 0.7339 -0.1154
N 1.8109 -0.6110 -0.0415
*
```

***

Record 9
This record from the Open Molecules 2025 dataset describes a molecular structure, C32H43CaI2N3O3PSb2Te at a distorted geometry. The level of theory is the ωB97M-V functional and the def2-TZVPD basis.

Properties
**Relative energy (zero: lowest compared OMol25 entry of this formula, charge and spin)**: 15.99 kcal per mole
**E_LUMO**: -2.928 eV

Geometry as ORCA input:
```
! wB97M-V def2-TZVPD RIJCOSX def2/J DEFGRID3
* xyz 1 1
Ca -0.0536 0.9195 -0.4046
C -0.2566 2.1044 4.1775
C 0.8425 1.4536 4.7070
C 1.5077 0.5209 3.9294
C 1.0649 0.2763 2.6384
N 0.0163 0.9274 2.1116
C -0.6263 1.8062 2.8787
C 1.7508 -0.7168 1.7579
C 2.6674 -1.6396 2.2457
C 3.2591 -2.5200 1.3590
C 2.9314 -2.4628 0.0151
C 2.0038 -1.5186 -0.3998
N 1.4284 -0.6792 0.4647
C 1.5771 -1.4091 -1.8269
C 2.3906 -1.8631 -2.8540
C 1.9496 -1.7583 -4.1628
C 0.7027 -1.2127 -4.4067
C -0.0411 -0.7762 -3.3239
N 0.3760 -0.8594 -2.0626
H -0.8132 2.8352 4.7465
H 1.1816 1.6671 5.7117
H 2.3761 0.0141 4.3216
H -1.4734 2.3074 2.4255
H 2.9049 -1.6892 3.2971
H 3.9665 -3.2565 1.7159
H 3.3677 -3.1591 -0.6858
H 3.3646 -2.2785 -2.6401
H 2.5734 -2.1001 -4.9780
H 0.3117 -1.1152 -5.4091
H -1.0199 -0.3386 -3.4784
I -0.6447 3.9809 -0.0842
C -2.4859 3.9125 -1.2177
I -2.6129 2.0734 -2.2855
H -2.4586 4.6987 -1.9627
H -3.3660 3.9843 -0.5894
C -0.7815 -5.7832 1.5178
Sb -1.1984 -4.1045 0.2514
C -0.6976 -5.1665 -1.5485
C -3.3106 -4.5271 0.0388
C -4.0612 -4.3226 1.3161
C -4.1316 -5.3967 2.2098
C -4.7903 -5.3105 3.4225
C -5.4207 -4.1244 3.7659
C -5.3748 -3.0600 2.8852
C -4.6977 -3.1234 1.6615
C -4.7421 -1.8933 0.8025
Sb -3.1283 -0.4370 1.0237
C -3.1406 -0.6213 3.1568
C -4.4798 1.2324 0.9372
H -1.2578 -6.6763 1.1133
H -1.1523 -5.5965 2.5239
H 0.2951 -5.9428 1.5651
H -1.2558 -6.1025 -1.5706
H 0.3679 -5.3924 -1.5675
H -0.9508 -4.5801 -2.4304
H -3.3531 -5.5756 -0.2575
H -3.6938 -3.9252 -0.7868
H -3.6672 -6.3333 1.9246
H -4.8265 -6.1666 4.0834
H -5.9593 -4.0340 4.7001
H -5.8917 -2.1427 3.1426
H -5.6024 -1.3005 1.1111
H -4.8526 -2.1127 -0.2607
H -4.1566 -0.4548 3.5121
H -2.4697 0.0927 3.6290
H -2.8335 -1.6306 3.4285
H -5.1851 1.1682 1.7652
H -5.0237 1.2108 -0.0065
H -3.9367 2.1761 1.0028
C 5.1919 0.6201 -2.5226
C 4.4058 1.8851 -2.7699
O 4.0187 2.4394 -1.4904
P 2.4983 2.8173 -1.2201
O 1.5848 1.6515 -1.5405
Te 2.4226 3.6208 1.0073
O 2.1384 3.9151 -2.3173
C 2.7281 5.2332 -2.2637
C 2.4542 5.9158 -3.5800
H 5.4818 0.1652 -3.4714
H 4.5873 -0.0918 -1.9594
H 6.0942 0.8330 -1.9507
H 3.5193 1.6940 -3.3776
H 5.0114 2.6395 -3.2723
H 3.7997 5.1385 -2.0737
H 2.2824 5.7710 -1.4250
H 2.9420 5.3931 -4.4026
H 2.8294 6.9388 -3.5495
H 1.3827 5.9457 -3.7776
*
```

***

Number 1: HOMO -9.52 eV, frontier orbital gap 10.4 eV. Number 2: HOMO -5.04 eV, frontier orbital gap 8.6 eV. Number 3: HOMO -9.09 eV, frontier orbital gap 10.0 eV. Number 4: HOMO -9.19 eV, frontier orbital gap 9.8 eV. Number 5: HOMO -9.71 eV, frontier orbital gap 10.9 eV. Number 6: HOMO -8.76 eV, frontier orbital gap 9.1 eV. Number 7: HOMO -8.18 eV, frontier orbital gap 9.0 eV. Number 8: HOMO -9.16 eV, frontier orbital gap 10.0 eV. Number 9: HOMO -9.67 eV, frontier orbital gap 6.7 eV.